Entry 1:
64
Properties=species:S:1:pos:R:3 method="wB97M-V/def2-TZVPD" total_energy_ha=-8249.8582 spin_multiplicity=2 homo_lumo_gap_ev="7.4 / 7.4" total_charge=+1 fmax_ev_per_a=0.440 relative_energy_ev=0.000 homo_ev="-10.26 / -10.26"
Yb 1.004 0.773 -0.008
Br -0.771 4.543 3.073
C -1.540 3.979 1.455
C -2.671 4.671 0.966
C -3.284 4.297 -0.193
Br -4.801 5.244 -0.793
C -2.774 3.206 -0.951
C -3.304 2.754 -2.175
C -2.706 1.714 -2.836
C -1.565 1.123 -2.277
N -1.047 1.507 -1.126
C -1.643 2.537 -0.449
C -1.020 2.891 0.793
O 0.006 2.179 1.170
H -3.046 5.508 1.537
H -4.179 3.242 -2.583
H -3.085 1.350 -3.780
H -1.063 0.311 -2.790
N 0.972 -2.758 -0.064
P -0.298 -1.769 -0.588
C -1.450 -2.825 -1.481
C -1.489 -2.765 -2.871
C -2.329 -3.610 -3.581
C -3.129 -4.517 -2.905
C -3.093 -4.589 -1.517
C -2.257 -3.745 -0.806
C -1.145 -1.230 0.922
C -2.515 -0.951 0.950
C -3.069 -0.330 2.055
C -2.281 0.028 3.144
C -0.921 -0.223 3.122
C -0.359 -0.841 2.009
C 2.302 -2.423 -0.291
C 3.286 -3.415 -0.234
C 4.589 -3.064 -0.488
C 4.895 -1.742 -0.807
C 3.871 -0.828 -0.820
N 2.587 -1.144 -0.549
H 0.802 -3.698 0.263
H -0.855 -2.068 -3.407
H -2.359 -3.560 -4.661
H -3.786 -5.175 -3.459
H -3.716 -5.299 -0.992
H -2.240 -3.793 0.277
H -3.148 -1.214 0.112
H -4.131 -0.122 2.068
H -2.733 0.515 3.997
H -0.282 0.076 3.941
H 0.721 -1.007 2.009
H 3.009 -4.434 -0.002
H 5.370 -3.813 -0.454
H 5.903 -1.426 -1.029
H 4.055 0.212 -1.053
O 2.573 2.214 -0.606
C 3.144 2.156 0.535
C 4.231 3.063 1.034
C 4.462 2.534 2.450
C 3.505 1.351 2.583
O 3.373 0.631 3.533
N 2.759 1.232 1.397
H 3.876 4.092 0.990
H 5.098 2.992 0.376
H 4.214 3.260 3.223
H 5.478 2.192 2.640

=====

Entry 2:
8
Properties=species:S:1:pos:R:3 method="wB97M-V/def2-TZVPD" total_energy_ha=-606.8373 spin_multiplicity=1 homo_lumo_gap_ev="5.4 / 5.4" total_charge=0 fmax_ev_per_a=4.112 relative_energy_ev=5.114 homo_ev="-9.26 / -9.26"
C 0.250 -0.310 1.987
O 0.495 -1.186 2.793
O 0.814 0.936 2.173
O -0.492 -0.447 0.947
P -1.278 0.006 -1.650
H 0.905 1.022 3.077
H 0.019 -0.379 -2.017
H -1.126 1.274 -1.414

=====

Entry 3:
74
Properties=species:S:1:pos:R:3 method="wB97M-V/def2-TZVPD" total_energy_ha=-2124.0367 spin_multiplicity=1 homo_lumo_gap_ev=9.0 total_charge=0 fmax_ev_per_a=2.173 relative_energy_ev=0.000 homo_ev=-8.86
N 10.369 20.802 -25.533
H 10.522 21.294 -26.440
H 10.131 19.847 -25.798
H 9.640 21.290 -24.982
H 11.284 20.827 -25.094
O 7.939 20.156 -22.527
C 7.753 21.469 -22.945
O 8.544 21.938 -23.820
O 6.779 22.064 -22.476
H 7.245 20.187 -21.838
C 7.433 18.153 -25.498
O 8.628 18.462 -25.421
N 6.878 17.643 -26.622
N 6.582 18.358 -24.451
H 5.901 17.421 -26.553
H 7.327 17.626 -27.515
H 5.585 18.340 -24.587
H 6.912 19.047 -23.789
C 10.341 19.341 -29.342
O 10.444 19.629 -28.163
N 10.548 18.076 -29.847
N 9.886 20.229 -30.283
H 10.514 17.243 -29.293
H 10.922 18.047 -30.779
H 9.764 19.907 -31.221
H 9.758 21.171 -29.955
C 13.774 19.899 -25.837
O 13.316 20.899 -26.410
N 13.551 18.657 -26.351
N 14.463 19.979 -24.683
H 14.139 17.899 -26.058
H 13.099 18.660 -27.250
H 14.653 20.882 -24.291
H 14.863 19.161 -24.263
C 6.455 21.521 -27.659
O 5.810 22.002 -28.579
N 7.319 20.469 -27.843
N 6.350 21.911 -26.358
H 7.809 20.016 -27.095
H 7.450 20.251 -28.815
H 5.699 22.634 -26.105
H 6.839 21.562 -25.549
C 11.655 23.724 -27.471
O 10.875 22.781 -27.341
N 12.960 23.663 -27.072
N 11.273 24.956 -27.915
H 13.543 24.430 -27.343
H 13.299 22.847 -26.578
H 10.336 25.119 -28.232
H 11.893 25.741 -27.945
C 11.257 23.412 -21.204
O 11.747 22.307 -20.995
N 11.418 24.441 -20.303
N 10.394 23.687 -22.217
H 11.011 25.350 -20.396
H 12.167 24.229 -19.666
H 10.157 24.632 -22.489
H 9.910 22.965 -22.729
C 11.691 18.823 -22.495
O 12.841 18.757 -22.065
N 10.628 19.356 -21.842
N 11.385 18.341 -23.773
H 10.924 19.749 -20.959
H 9.930 19.850 -22.397
H 12.217 17.895 -24.126
H 10.495 17.867 -23.834
C 8.318 25.852 -24.257
O 9.185 26.150 -23.451
N 8.031 24.591 -24.681
N 7.473 26.809 -24.821
H 8.619 23.878 -24.269
H 7.242 24.309 -25.224
H 6.974 26.546 -25.649
H 7.778 27.760 -24.711

=====

Entry 4:
23
Properties=species:S:1:pos:R:3 method="wB97M-V/def2-TZVPD" total_energy_ha=-441.8125 spin_multiplicity=1 homo_lumo_gap_ev=9.7 total_charge=0 fmax_ev_per_a=2.533 relative_energy_ev=1.887 homo_ev=-9.18
C -0.583 1.037 0.503
C -1.546 0.056 -0.165
C -0.826 -0.200 -1.520
N 0.588 -0.223 -1.286
C 0.825 0.643 -0.015
H -0.531 0.985 1.598
H -0.846 2.047 0.320
H -2.454 0.536 -0.566
H -1.706 -0.772 0.508
H -1.360 -1.080 -1.894
H -1.229 0.436 -2.354
H 0.936 -1.141 -1.054
H 1.434 1.508 -0.251
H 1.283 -0.055 0.711
O 0.033 -2.928 0.804
H -0.146 -3.430 0.003
H 0.396 -2.099 0.470
O 2.142 -1.186 2.995
H 1.408 -1.355 2.392
H 2.096 -1.492 3.896
O -0.158 2.939 -1.360
H -0.372 2.340 -2.083
H 0.617 3.433 -1.652